The following is a quantum chemistry calculation of an isolated ion of composition C25H47BF4N3O and charge +1 in a non-equilibrium geometry, from the OMol25 dataset.

Output
**Charge**: +1
**Strongest force on any atom**: 9.3 eV/Å
**Orbital gap**: 7.774 eV
**SMILES string**: CCCCCCCCCCCCCCCCCCc1c(B(O)N(C)C)[nH]c[n+]1C(F)(F)C(F)F

```
81
Properties=species:S:1:pos:R:3:forces:R:3
F 1.248573 2.650297 0.184648 -0.35 0.66 4.55
F 1.602450 3.995193 2.262594 -1.52 -3.66 -2.25
F -0.141438 2.505138 3.741937 -0.13 -2.42 -4.34
F 0.161257 0.508156 2.264562 -1.58 4.99 0.42
O -5.786398 2.258839 -0.507573 1.99 2.76 1.17
N -1.226882 2.494357 1.527400 -2.95 1.77 -1.30
N -2.609374 4.291476 0.399578 4.17 -7.56 3.56
N -4.360168 3.724027 -2.121828 0.09 -3.64 1.61
C -3.095760 3.121010 -2.768391 0.96 -0.31 -0.55
C 0.862536 -2.357066 -2.038050 0.37 0.46 -0.80
C -2.687796 0.103857 0.853498 -0.87 -0.52 -0.72
C -5.507023 3.423813 -3.061332 -0.41 0.91 -1.99
C -3.158437 2.897088 0.153631 1.52 -1.00 1.74
C -2.327432 1.689696 0.885184 -1.40 5.62 -1.46
C -1.570340 -3.163752 -0.062693 -0.37 -0.29 -0.27
C 4.908991 -0.330841 1.776546 0.48 0.42 -0.02
C -4.277887 -2.719001 0.235820 -0.03 -0.54 0.92
C 2.948229 -0.791997 3.487397 0.85 -0.09 -0.22
C -0.431309 -4.265506 -0.506957 0.49 0.45 0.64
C 2.482232 -2.234708 -1.814147 0.26 1.00 0.03
C 5.760984 0.853458 -0.480049 0.20 -0.04 -0.26
C 4.547276 -0.556465 -2.500875 0.56 0.04 0.79
C -1.403621 4.005321 1.266710 -2.31 -0.69 -1.63
C 6.035911 0.679125 1.135887 -0.42 0.13 -0.31
C 3.015718 -0.651681 -1.900445 -0.34 -0.30 -1.27
C 0.269251 -3.882466 -1.938715 -0.11 -0.53 0.09
C 1.297487 2.667587 1.684935 2.10 -1.06 0.03
C -3.024771 -3.820786 0.348914 -0.39 0.47 0.17
C -0.074303 1.962046 2.333362 2.10 1.73 0.52
C -4.203269 -0.249001 1.467232 0.43 -0.65 0.81
C -4.411065 -1.893051 1.662698 -0.80 0.57 -0.44
C 5.719069 -0.565920 -1.313735 0.85 0.31 -1.20
C 4.261923 0.200750 3.204950 -0.24 -0.82 -0.57
B -4.489452 2.910730 -0.810454 -1.98 0.58 -1.29
H 6.754511 -0.627826 -1.902536 -2.18 -0.05 1.32
H 3.405317 -1.859527 3.746872 -1.21 2.32 -0.30
H 5.425041 -1.382068 1.906690 -1.31 1.99 -0.12
H -3.102825 3.257177 -3.941976 -0.09 -0.14 2.51
H 0.352813 -1.577373 -1.327842 0.73 -1.63 -1.18
H -5.532925 -2.025374 2.036528 2.46 0.40 -0.66
H -1.757930 -2.409552 -0.962701 0.49 -1.49 1.93
H 2.182527 1.933131 1.975678 -1.74 1.85 -0.69
H -5.073611 0.093928 0.764828 1.86 -0.23 1.43
H -0.906359 -5.347620 -0.473281 1.08 2.21 -0.37
H -6.573582 3.600730 -2.614013 2.30 -0.60 -0.62
H -5.308187 -3.283359 0.079932 2.30 1.05 0.23
H -0.742660 4.903914 1.620046 -1.08 -2.43 -0.46
H -2.111591 3.612224 -2.343875 -2.04 -1.04 -0.85
H 0.640632 -1.983932 -3.149269 0.54 -0.68 2.39
H 3.958324 1.329358 3.085838 0.48 -2.09 0.22
H -0.532169 -4.064240 -2.804005 1.84 0.42 1.84
H 6.623412 1.535199 -0.934807 -1.93 -1.43 0.92
H 7.126935 0.282586 1.355473 -2.25 0.78 -0.61
H 1.184938 -4.621152 -2.090651 -2.01 1.46 0.12
H -3.028459 5.176179 0.037542 0.78 -0.92 0.49
H 5.956235 1.739053 1.627027 0.13 -1.94 -0.85
H -3.332700 -4.753263 -0.300394 0.98 1.84 1.20
H -2.941475 -4.150228 1.485349 -0.35 0.45 -2.45
H -3.091253 1.958942 -2.537951 0.37 2.22 -0.79
H -5.403038 4.196065 -3.965915 -0.26 -1.69 1.89
H 5.039825 0.151445 4.109282 -1.74 0.01 -2.09
H -4.157591 -1.985913 -0.672910 -0.06 -1.42 1.70
H 5.671362 -1.524036 -0.644052 -0.16 1.90 -1.15
H -4.231758 0.236260 2.543948 -0.29 -0.79 -2.29
H 4.792744 -1.441915 -3.247858 -0.75 1.82 1.54
H 4.677936 0.450017 -3.085795 -0.27 -1.88 1.07
H 3.037416 -2.794795 -2.682060 -1.08 0.81 1.86
H 2.309134 -0.093583 -2.675663 1.38 -1.09 1.64
H 4.045028 -0.435164 0.968715 1.67 0.13 1.82
H -5.368260 2.350310 -3.545149 -0.62 2.07 1.18
H 2.245369 -0.382785 4.338979 1.46 -1.00 -1.66
H -6.269924 2.765193 0.233882 1.13 -1.42 -1.49
H -3.722662 -2.346965 2.498256 -1.16 1.01 -1.72
H -2.713112 -0.230701 -0.288763 0.34 0.91 2.42
H 2.334300 -0.950591 2.485206 1.23 0.51 2.09
H -1.955524 -0.613967 1.408129 -1.00 1.90 -1.01
H -1.144683 -2.593900 0.872329 -0.94 -0.83 -1.89
H 4.725606 1.396314 -0.711324 2.16 -0.98 0.87
H 2.926609 -0.084399 -0.879024 0.17 -1.16 -1.87
H 0.435675 -4.245929 0.307595 -1.87 -0.13 -1.64
H 2.815428 -2.617592 -0.758550 -0.68 0.30 -2.07
```
Positions in Å, forces in eV/Å.

Atom charges from the Löwdin analysis, given in e for atoms 1 to 8: atom 1 (F): -0.03, atom 2 (F): -0.01, atom 3 (F): 0.02, atom 4 (F): 0.05, atom 5 (O): 0.02, atom 6 (N): 0.05, atom 7 (N): 0.13, atom 8 (N): -0.14

The following is a quantum chemistry calculation of C41H51FMoN5P as an isolated structure in a non-equilibrium geometry, from the OMol25 dataset.

Output
**Charge**: +2
**Strongest force on any atom**: 1.6 eV/Å
**Expectation value of S²**: 2.123
**Orbital gap (spin up / spin down)**: 6.573 / 6.788 eV
**Energy above the lowest of the compared OMol25 structures with the same formula, charge and spin**: 0.000 eV
**Spin multiplicity**: 3

```
100
Properties=species:S:1:pos:R:3:forces:R:3
Mo 0.333847 -0.520137 0.736404 0.87 0.24 -0.17
P -2.166853 -0.194937 0.676604 -1.51 -0.05 -0.29
F 0.052047 -2.380337 0.469404 -0.12 0.04 0.11
N 1.311847 1.111363 2.313604 -0.12 -0.31 -0.21
N -0.082453 2.442663 0.227604 0.14 0.04 0.44
N 0.122247 -0.187137 -1.163296 0.45 -0.06 0.40
N 2.549047 -1.344337 0.513904 -0.07 0.17 0.19
N 0.069147 -1.301137 2.810804 -0.15 -0.10 0.95
C -3.193653 -1.768037 0.882604 0.29 -0.14 0.04
C -4.806653 1.028863 -3.801296 -0.07 -0.01 -0.08
C 1.223447 -0.498137 -2.014896 0.94 -0.43 -0.95
C 4.454047 -1.343637 -4.745696 0.08 -0.03 -0.04
C 0.335947 1.017363 3.413604 -0.34 0.05 0.31
C 3.688347 -0.697037 0.788304 0.47 0.19 0.04
C -1.069253 0.097263 -1.823196 -1.52 0.29 -0.37
C 3.839047 -2.947937 -0.736996 0.08 0.21 0.14
C -3.355853 0.588063 3.051104 -0.06 -0.09 -0.07
C 2.343947 1.709063 -1.452896 -0.01 -0.15 0.07
C 4.913947 -1.087237 0.249704 -0.20 -0.04 -0.01
C -3.276253 1.018563 1.583104 0.49 0.11 0.01
C -2.331353 0.620263 -3.829196 -0.05 0.01 0.28
C -0.249553 -0.727437 5.122204 0.01 -0.07 -0.23
C -0.485953 -2.987537 4.427504 -0.02 0.20 0.11
C 3.704247 0.485763 1.720304 -0.25 0.05 0.04
C 0.723747 3.191363 0.973304 -0.14 0.14 -0.14
C -0.193053 -2.576237 3.141804 0.02 -0.35 -0.14
C -4.709253 -1.590137 0.761704 0.09 0.15 0.21
C -0.703753 3.050763 -0.787296 0.03 0.22 -0.21
C -2.775853 -2.831937 -0.131496 0.17 -0.10 0.12
C -0.554053 4.390863 -1.089496 0.00 -0.04 0.06
C 2.599447 0.535963 2.776204 0.57 -0.24 0.10
C -1.133853 0.342263 -3.202196 0.34 -0.14 0.14
C -2.885653 2.485563 1.454704 -0.08 -0.07 -0.05
C 2.297747 0.394963 -2.170196 -0.18 0.06 0.10
C 2.277147 -1.955837 -3.627796 -0.03 0.22 0.03
C 1.226747 -1.690837 -2.759296 -0.15 0.22 0.10
C -3.462653 0.515263 -1.734496 0.13 -0.01 -0.06
C -2.276153 0.181763 -1.092996 0.50 -0.02 0.05
C -3.519953 0.720963 -3.108096 0.10 0.03 0.05
C 3.317647 0.098563 -3.056596 -0.13 -0.18 0.01
C 1.524047 2.556163 2.078504 0.08 0.38 -0.25
C 0.930647 4.550663 0.748504 -0.12 -0.10 -0.02
C 4.998747 -2.212137 -0.546596 -0.27 0.05 0.12
C -0.528153 -2.046337 5.445404 0.05 0.04 -0.32
C 0.045847 -0.398937 3.807004 0.02 0.11 0.18
C 3.329247 -1.071237 -3.804396 -0.18 0.01 0.12
C 2.657147 -2.473837 -0.206596 0.09 -0.52 -0.18
C 0.279147 5.169063 -0.300596 0.01 -0.25 0.06
C 0.112147 -2.688237 -2.671296 -0.12 0.03 0.04
H -0.592453 1.495363 3.073404 0.14 0.02 0.08
H 5.938647 -2.517237 -0.980496 0.08 -0.04 -0.01
H 2.422147 -0.480037 3.142804 0.01 0.19 -0.03
H 1.598747 5.105263 1.388104 0.11 0.08 0.10
H 0.425347 6.217463 -0.506196 0.01 0.11 0.00
H -0.271453 0.039663 5.880204 0.07 0.12 0.04
H -1.086753 4.814563 -1.924196 -0.07 0.03 -0.13
H -0.764053 -2.327437 6.459104 -0.02 -0.04 0.11
H -2.920753 2.810963 0.419004 0.03 0.06 -0.05
H 4.113247 0.816363 -3.188296 0.15 0.10 0.02
H -0.681053 -4.030337 4.620704 0.00 -0.08 -0.02
H -0.163453 -3.302437 2.343904 0.02 0.11 -0.10
H 1.324147 3.115663 3.004504 0.11 -0.21 -0.08
H -3.596753 3.090763 2.013704 -0.09 0.01 0.05
H 4.656947 0.450363 2.255004 -0.09 0.07 -0.04
H -0.225453 0.313663 -3.784596 0.06 -0.03 -0.08
H 0.513247 -3.700637 -2.666296 -0.03 -0.07 0.05
H -4.049653 -0.234237 3.193204 -0.03 -0.14 0.06
H -4.697353 1.891763 -4.456096 -0.03 0.04 -0.02
H 3.360347 2.096763 -1.418796 0.05 0.00 0.00
H -0.497153 -2.536837 -1.785496 -0.02 -0.13 -0.02
H -2.877553 -2.452037 -1.147396 -0.01 -0.03 -0.09
H -2.954353 -2.120837 1.896904 -0.02 0.05 -0.13
H 2.246947 -2.872237 -4.196696 0.03 -0.18 -0.10
H 3.732447 1.397163 1.118104 0.03 0.02 0.07
H 4.747547 -0.428237 -5.253696 0.07 0.02 -0.10
H 1.758047 -3.046737 -0.363096 -0.07 0.16 -0.01
H 4.189347 -2.090437 -5.487996 0.00 -0.06 -0.06
H -4.372053 0.608963 -1.162396 -0.13 0.04 0.08
H -5.142753 -0.950937 1.524404 -0.06 0.11 0.00
H -0.533753 -2.605237 -3.544596 -0.10 -0.01 -0.07
H 5.322647 -1.703537 -4.194396 0.11 -0.06 -0.01
H -3.699553 1.415863 3.668104 -0.02 0.06 0.03
H -5.176453 -2.567737 0.874704 0.03 -0.05 -0.01
H 2.963947 1.132063 3.625804 -0.14 -0.06 -0.08
H -2.387553 0.262263 3.429104 0.02 0.02 0.11
H -5.605953 1.227163 -3.092796 -0.07 0.02 0.02
H 1.960147 1.596563 -0.439196 0.15 0.16 -0.16
H -2.348653 0.768963 -4.898796 0.05 0.06 -0.10
H 1.724747 2.437663 -1.979696 -0.05 0.11 0.16
H -4.264353 0.919463 1.122404 0.17 -0.17 -0.02
H -4.982453 -1.219037 -0.222196 -0.07 0.03 -0.09
H -1.760953 -3.169737 0.028204 0.04 0.00 -0.13
H -3.418253 -3.704337 -0.033696 -0.15 0.00 0.01
H 5.795447 -0.502837 0.465504 0.05 0.06 0.09
H -5.104553 0.185463 -4.424396 -0.07 -0.02 -0.03
H 0.697747 1.567163 4.296204 -0.06 -0.07 -0.19
H 3.842447 -3.871037 -1.293596 -0.06 -0.06 -0.07
H -1.892553 2.690863 1.843804 0.02 0.04 0.05
H 2.575947 2.743563 1.843604 -0.17 -0.14 0.08
H -1.342553 2.439663 -1.402396 -0.10 -0.02 -0.02
```
Positions in Å, forces in eV/Å.

Atom charges from the Löwdin analysis, given in e for atoms 1 to 8: atom 1 (Mo): 1.65, atom 2 (P): 1.07, atom 3 (F): -0.48, atom 4 (N): -0.21, atom 5 (N): 0.07, atom 6 (N): -0.14, atom 7 (N): 0.03, atom 8 (N): -0.04

The following is a quantum chemistry calculation of a 2-piece molecular cluster, C2H6OSi overall in a non-equilibrium geometry, from the OMol25 dataset.

Output
**Strongest force on any atom**: 4.2 eV/Å
**Orbital gap**: 11.695 eV
**Energy above the lowest of the compared OMol25 structures with the same formula, charge and spin**: 2.440 eV

```
10
Properties=species:S:1:pos:R:3:forces:R:3
Si -0.056610 -0.318943 1.262398 0.99 -1.99 -1.91
O -1.562862 0.320118 -2.082702 -0.01 -0.71 -0.06
C 0.680703 0.314237 -0.329019 -0.69 3.00 2.88
C -1.178193 -0.733025 -1.932098 -0.84 0.47 -0.49
H -0.393351 0.915795 1.876190 -0.20 0.69 1.16
H 1.584335 0.535745 0.217911 1.30 0.06 -0.80
H 0.229533 1.343886 -0.361870 0.22 -0.90 -0.79
H 1.193609 -1.123018 1.722258 -1.40 0.40 0.49
H -1.250900 -1.109975 0.881598 -0.06 -0.20 0.71
H 0.753736 -0.144821 -1.254665 0.68 -0.82 -1.19
```
Positions in Å, forces in eV/Å.

Atom charges from the natural (NBO) analysis, given in e for atoms 1 to 8: atom 1 (Si): 0.88, atom 2 (O): -0.51, atom 3 (C): -1.09, atom 4 (C): 0.51, atom 5 (H): -0.16, atom 6 (H): 0.22, atom 7 (H): 0.23, atom 8 (H): -0.15

The following is a quantum chemistry calculation of the molecule C10H18N2O5 in a non-equilibrium geometry, from the OMol25 dataset.

Output
**Strongest force on any atom**: 1.1 eV/Å
**Orbital gap**: 10.415 eV
**Energy above the lowest of the compared OMol25 structures with the same formula, charge and spin**: 0.225 eV
**SMILES string**: CC[C@H](C)[C@H](N)C(=O)N[C@@H](CC(=O)O)C(=O)O

```
35
Properties=species:S:1:pos:R:3:forces:R:3
O -1.294717 -0.725127 4.307281 -0.63 0.37 0.06
O 0.784091 -2.180848 0.784868 0.48 -0.64 0.50
O -0.379681 -0.683519 -1.037942 -0.07 -0.15 -0.07
O -3.108075 0.374162 3.651593 0.95 -0.44 -0.29
O 0.782713 -1.930047 2.982507 -0.02 0.14 -0.52
N 0.388421 0.700051 0.574417 0.20 0.68 -0.50
N 1.095996 2.604229 -1.065634 0.18 0.31 -0.22
C 0.585697 -1.479710 1.867880 -0.16 0.35 0.86
C -2.047687 -0.140893 3.367529 -0.80 0.32 0.38
C 0.354227 1.522725 -1.711493 -0.73 0.21 -0.29
C -1.538482 -0.134097 1.931793 -0.16 0.77 -0.46
C -0.037153 0.295034 -3.928527 -0.43 -0.52 0.12
C 0.979511 1.005453 -3.033794 -0.23 0.32 0.01
C 0.087072 0.405166 -0.702000 -0.01 -0.09 0.21
C 2.215573 0.161615 -2.764994 0.13 -0.49 -0.09
C -0.011147 -0.064188 1.744289 0.37 0.53 0.69
C 0.500568 -0.014252 -5.324337 -0.03 -0.22 0.04
H 1.319098 -0.747832 -5.290907 -0.33 0.13 -0.07
H 0.860791 3.502235 -1.484942 0.08 -0.29 0.14
H 2.784746 -0.037468 -3.684207 -0.25 0.01 0.27
H 0.385254 0.523112 2.597225 -0.03 -0.53 -0.40
H -0.511027 -1.169043 3.950468 0.50 -0.26 -0.23
H 1.929846 -0.801421 -2.307399 0.13 0.30 -0.25
H 0.725838 1.672434 0.652684 -0.18 -0.66 0.28
H -0.397232 -0.627072 -3.442715 0.36 0.23 -0.14
H -0.661267 1.931926 -1.942836 0.62 -0.35 0.11
H 1.280873 1.919356 -3.575072 0.00 -0.16 0.16
H 2.095076 2.468632 -1.196362 -0.07 0.05 0.04
H -0.946536 0.901780 -4.003173 0.15 0.20 -0.10
H 0.883231 0.876461 -5.809002 0.19 0.32 -0.03
H -1.931771 -0.984136 1.397666 -0.28 -0.46 -0.08
H 0.362889 -1.752852 0.022305 -0.39 0.47 -0.84
H -1.989787 0.748239 1.436300 0.22 -0.42 0.41
H -0.291473 -0.383919 -5.983014 0.13 -0.16 0.19
H 2.906796 0.651524 -2.083039 0.12 0.11 0.14
```
Positions in Å, forces in eV/Å.

Atom charges from the natural (NBO) analysis, given in e for atoms 1 to 8: atom 1 (O): -0.68, atom 2 (O): -0.65, atom 3 (O): -0.68, atom 4 (O): -0.57, atom 5 (O): -0.62, atom 6 (N): -0.62, atom 7 (N): -0.85, atom 8 (C): 0.80